Record 1
The following is a quantum chemistry calculation of C21H17N3O4RuS3 as an isolated structure, from the OMol25 dataset.

DFT total energy = -2565.21141 a.u.
Molar mass = 572.7 Da
Total charge = -1
E_LUMO (spin up / spin down) = 2.07 / 2.14 eV
⟨S²⟩ = 0.75
Relative energy (zero: lowest compared OMol25 entry of this formula, charge and spin) = 0.0221 eV
Kohn-Sham gap (spin up / spin down) = 7.36 / 7.21 eV
Spin multiplicity = 2

```
49
Properties=species:S:1:pos:R:3:forces:R:3:mulliken_charge:R:1
Ru -0.5802 0.1173 -0.9625 0.01 -0.66 0.86 0.3630
O -4.0715 0.2129 1.1265 0.09 0.11 -0.01 -0.6991
C -2.9320 0.2583 0.7052 -0.16 0.03 -0.17 0.3806
O -2.5485 0.0552 -0.5191 -0.59 -0.08 0.05 -0.6393
C -1.7708 0.5234 1.6388 0.00 -0.06 0.06 0.3035
C -1.8131 1.0051 2.9334 0.04 -0.12 0.02 -0.6114
C -0.6045 1.2175 3.5885 0.01 0.02 0.04 -0.2125
C 0.6044 0.9301 2.9598 -0.08 -0.09 0.02 -0.6022
C 0.5574 0.4472 1.6679 -0.02 -0.08 0.04 0.2831
N -0.6081 0.2585 1.0653 0.16 1.00 -0.02 0.1894
C 1.7175 0.0771 0.7688 0.10 -0.07 -0.20 0.4341
O 2.8546 0.0427 1.1974 -0.06 0.03 0.01 -0.7296
O 1.3280 -0.2519 -0.4283 0.68 0.12 0.00 -0.6446
H -2.7736 1.2078 3.3857 0.02 0.02 0.02 0.5110
H -0.6032 1.6189 4.5943 0.00 -0.02 0.00 0.4375
H 1.5660 1.0786 3.4301 -0.02 0.01 0.03 0.5043
C -1.5884 5.2607 -0.0955 -0.01 0.03 0.00 -1.5918
C -0.4636 4.7400 -1.0002 0.01 -0.10 0.05 2.1224
C 0.8877 5.2280 -0.4610 0.01 0.02 0.00 -1.5907
C -0.6666 5.2717 -2.4234 -0.01 0.01 -0.03 -1.6338
C -0.4874 3.2653 -1.0057 0.03 0.12 0.07 -0.0890
C -0.5059 2.0540 -1.0091 -0.04 0.05 0.02 -0.6188
H -1.6002 6.3556 -0.0934 0.00 -0.02 0.00 0.3811
H -1.4447 4.9113 0.9285 -0.01 0.00 -0.01 0.3642
H -2.5570 4.8994 -0.4436 0.01 0.01 0.00 0.3880
H 0.9296 6.3220 -0.4697 -0.01 -0.02 0.00 0.3818
H 1.7049 4.8401 -1.0703 -0.01 0.01 0.00 0.3828
H 1.0362 4.8810 0.5629 0.01 0.00 -0.01 0.3720
H -0.6422 6.3659 -2.4286 0.00 -0.02 0.00 0.3702
H -1.6276 4.9418 -2.8200 0.01 0.00 0.00 0.3819
H 0.1187 4.9019 -3.0841 -0.01 0.00 0.00 0.3828
S -2.2074 -5.4879 -0.0558 -0.07 -0.01 -0.01 -0.3784
C -1.5254 -4.2093 -0.8550 0.53 0.02 0.12 0.2474
S -2.3965 -2.8831 -1.5195 -0.35 0.19 0.07 -0.0707
C -0.9169 -2.0947 -1.9980 -0.04 -0.47 -1.41 0.4825
N 0.1294 -2.8060 -1.7191 0.06 0.35 0.16 -0.6671
N -0.1895 -3.9453 -1.0659 -0.17 -0.33 0.07 0.6073
C 0.9355 -4.7251 -0.6355 -0.18 0.19 0.05 0.3909
C 2.0586 -4.0310 -0.2024 0.03 -0.02 0.07 -0.2745
C 3.1757 -4.7432 0.2016 -0.01 -0.01 0.00 -0.6804
C 3.1694 -6.1321 0.1746 0.00 0.01 -0.01 -0.4137
C 2.0428 -6.8079 -0.2695 -0.03 0.02 -0.02 -0.5820
C 0.9163 -6.1086 -0.6832 0.10 -0.08 -0.02 -0.5486
S -0.8306 -0.7062 -3.1064 -0.03 -0.12 0.06 -0.3888
H 2.0519 -2.9481 -0.1969 0.01 -0.01 -0.01 0.5214
H 4.0507 -4.2046 0.5416 0.00 0.00 0.00 0.4011
H 4.0445 -6.6854 0.4917 -0.01 0.00 0.01 0.3678
H 2.0341 -7.8902 -0.3015 0.01 0.01 0.00 0.3529
H 0.0416 -6.6286 -1.0395 -0.01 0.01 0.02 0.3620
```
Forces are in eV/Å.

---

Record 2
The following is a quantum chemistry calculation of a 2-piece molecular cluster, C2H6NO2 overall, from the OMol25 dataset.

DFT total energy = -285.04238 a.u.
Molar mass = 76.1 Da
Total charge = -1
E_LUMO = 4.27 eV
Relative energy (zero: lowest compared OMol25 entry of this formula, charge and spin) = 1.8685 eV
Kohn-Sham gap = 7.66 eV

```
11
Properties=species:S:1:pos:R:3:forces:R:3:mulliken_charge:R:1
C 1.5276 0.7458 -1.2994 -0.84 -0.25 -0.16 -0.3626
O 1.3858 -0.5452 -1.8923 0.21 -0.66 0.66 -0.5405
H 2.4502 0.8729 -0.7150 0.40 0.07 -0.80 0.1826
H 1.3680 1.3804 -2.1912 0.50 0.53 0.98 0.1912
H 0.7723 0.8637 -0.5146 -0.34 0.25 -0.49 0.1891
C -1.3179 -0.5637 1.4368 -0.65 -0.99 2.13 0.0182
N -2.4116 0.1006 1.2426 0.02 1.77 -1.47 -0.7480
O -0.1781 -0.4907 0.9268 -0.07 0.03 -0.80 -0.7139
H -1.4363 -1.3394 2.2663 0.41 0.00 -0.08 0.2670
H 0.9737 -1.1003 -1.2108 -0.02 0.18 -0.09 0.3388
H -3.1337 0.0758 1.9509 0.38 -0.94 0.12 0.1782
```
Forces are in eV/Å.

---

Record 3
The following is a quantum chemistry calculation of a 3-piece molecular cluster, C27H54BrFN2O5S overall, from the OMol25 dataset.

DFT total energy = -4618.73885 a.u.
Molar mass = 617.7 Da
E_LUMO = -0.74 eV
Kohn-Sham gap = 9.76 eV

```
91
Properties=species:S:1:pos:R:3:forces:R:3:mulliken_charge:R:1
C -2.1689 -6.3717 -0.8838 0.15 -0.50 -0.69 -0.7194
C -2.5939 -7.1506 0.4591 -1.01 0.12 -0.19 -0.5206
C -2.3377 -6.3469 1.8298 0.09 -1.22 -0.02 -0.4721
C -0.8574 -5.7401 2.0023 -0.20 0.13 1.55 -0.6157
C -0.8754 -4.3054 2.7916 1.50 -0.45 -0.48 -1.0000
C -1.0106 -3.0377 1.8146 -1.29 -0.03 0.33 -0.1312
C -2.4100 -3.0902 1.0179 -0.23 0.28 0.10 -0.1196
C -2.9288 -1.6687 0.4655 0.00 -0.29 0.73 -0.3766
C -1.7706 -0.6705 -0.0352 -0.44 1.24 0.60 -0.8831
C -2.1793 0.1729 -1.3773 0.26 -0.20 0.46 2.0854
C -3.7198 0.6807 -1.2273 -1.85 1.43 4.10 -0.9380
O -4.1717 1.1367 -0.1290 2.73 -1.86 -4.68 -0.5296
N -4.7115 0.6169 -2.3529 0.13 -2.85 0.05 -0.0672
C -5.4975 -0.6275 -2.0917 -3.62 -0.97 3.88 0.6540
O -6.3198 -0.7295 -1.1434 3.83 0.45 -4.87 -0.4433
F -5.3326 -1.8202 -2.8860 0.56 3.28 1.17 -0.2369
C -1.2798 1.5193 -1.4306 1.34 -0.20 0.06 -0.6274
Br -2.3454 3.1419 -1.9914 0.77 -0.77 0.35 -0.0940
C -0.0411 1.4479 -2.4702 -2.60 0.84 -0.81 -0.7268
S 0.5828 -0.2796 -2.7456 7.67 0.14 -1.46 0.9852
O 1.2823 -0.2565 -4.1027 -3.64 -0.27 3.14 -0.6428
O 1.6888 -0.5058 -1.7230 -4.49 0.11 -1.76 -0.6024
O -0.6302 -1.4330 -2.6847 0.59 2.56 0.72 -0.4122
C -1.9622 -0.8263 -2.6218 -2.01 -0.26 -0.76 -0.4380
N -2.3053 -0.2430 -3.9565 -0.13 -0.97 0.23 -0.4641
H -1.6855 -7.1451 -1.5918 -0.74 1.34 0.96 0.2817
H -3.0628 -5.9115 -1.4583 1.35 -0.78 1.12 0.2226
H -1.4046 -5.5342 -0.7392 -1.02 -1.26 -0.02 0.1325
H -3.7430 -7.3094 0.3896 1.89 0.13 0.18 0.2687
H -2.1549 -8.2233 0.4679 -0.41 1.95 0.10 0.3146
H -3.1888 -5.5954 1.9566 1.47 -0.78 -0.21 0.2017
H -2.4713 -7.1210 2.6859 0.07 1.34 -1.36 0.3396
H -0.2854 -6.4517 2.7203 -0.90 1.06 -1.34 0.3717
H -0.2342 -5.6977 1.0452 -1.06 0.15 1.22 0.2914
H 0.1635 -4.2386 3.3083 -1.71 0.06 -0.78 0.3309
H -1.6467 -4.3258 3.6505 0.98 0.14 -1.58 0.3547
H -1.0471 -2.0834 2.4700 0.31 -1.41 -1.08 0.3067
H -0.1530 -2.9704 1.0616 -0.99 -0.17 1.26 0.1688
H -2.3797 -3.8086 0.1178 0.06 0.88 1.63 -0.3901
H -3.2034 -3.4455 1.7870 1.21 0.44 -1.52 0.3578
H -3.4573 -1.1476 1.3570 0.68 -0.76 -1.76 0.3143
H -3.7217 -1.9051 -0.3492 1.27 0.60 1.30 0.0207
H -1.6503 0.1407 0.7863 -0.17 -1.42 -1.32 0.3128
H -0.7327 -1.1525 -0.1393 -1.68 0.62 -0.18 0.0322
H -5.3946 1.3893 -2.2942 0.55 -0.54 0.54 0.4300
H -0.8165 1.7718 -0.4029 -1.23 -0.49 -1.58 0.5256
H 0.7855 2.1971 -2.2023 -0.84 -1.81 -0.18 0.4592
H -0.4643 1.8007 -3.4894 0.81 -0.93 1.54 0.4399
H -2.6966 -1.7098 -2.4562 1.52 1.28 0.04 0.5274
H -3.0848 -0.8119 -4.3428 0.68 0.80 0.35 0.2946
H -1.5413 -0.3563 -4.6414 -0.27 0.02 0.70 0.3012
C 7.1282 -2.4066 3.0501 -0.06 -0.08 0.17 -1.1965
C 6.1664 -3.0413 2.0548 0.11 0.01 -0.13 -0.3501
C 5.9288 -2.1839 0.8103 -0.13 -0.08 -0.08 -0.6978
C 5.2818 -0.8196 1.0676 0.09 0.07 0.09 -0.7808
C 3.9294 -0.8605 1.7807 0.00 0.01 -0.05 -0.5612
C 2.8522 -1.5909 0.9895 -0.03 0.05 0.03 -0.6935
H 6.7354 -1.4678 3.4483 0.06 -0.03 -0.03 0.2840
H 7.2933 -3.0804 3.8956 0.05 0.10 -0.03 0.3772
H 8.0968 -2.2063 2.5840 -0.05 0.04 0.03 0.2891
H 5.2177 -3.2668 2.5514 0.00 0.02 -0.04 0.2338
H 6.5823 -4.0036 1.7363 -0.09 0.04 0.01 0.3609
H 5.3114 -2.7524 0.1059 0.03 0.06 0.03 0.2988
H 6.8873 -2.0209 0.3038 -0.04 -0.02 0.04 0.4062
H 5.1600 -0.3094 0.1052 -0.02 -0.03 0.05 0.3399
H 5.9676 -0.1966 1.6522 0.00 -0.04 -0.04 0.3492
H 3.5973 0.1698 1.9502 0.06 -0.05 0.04 0.3495
H 4.0315 -1.3167 2.7706 0.07 0.04 0.00 0.3495
H 2.7055 -1.1265 0.0113 0.05 -0.19 0.23 0.2216
H 1.9001 -1.5520 1.5277 0.01 -0.04 -0.07 0.2134
H 3.1052 -2.6433 0.8391 -0.02 0.02 0.00 0.3122
C 0.6779 5.3326 0.0565 -0.12 -0.09 0.03 -0.8477
C 0.0795 6.1907 -1.0497 0.14 0.02 -0.09 -0.1013
C 0.7810 7.5398 -1.2169 -0.08 0.08 -0.10 -0.8610
C 0.7085 8.4715 -0.0031 0.05 -0.10 0.11 -0.7312
C -0.7033 8.8188 0.4723 0.11 0.10 -0.01 -0.3426
C -1.5227 9.5707 -0.5679 -0.16 -0.03 0.07 -1.1811
H 0.5740 5.8061 1.0358 0.04 -0.06 -0.04 0.3474
H 0.1664 4.3662 0.1012 0.05 0.03 0.06 0.0027
H 1.7397 5.1446 -0.1257 -0.03 0.04 0.05 0.2938
H -0.9897 6.3348 -0.8667 0.03 0.01 -0.02 0.2154
H 0.1579 5.6417 -1.9948 -0.07 0.07 0.03 0.2798
H 0.3594 8.0478 -2.0914 0.03 -0.01 0.06 0.3266
H 1.8368 7.3637 -1.4536 -0.06 -0.01 0.01 0.3788
H 1.2381 9.3991 -0.2490 -0.04 -0.04 0.02 0.3952
H 1.2593 8.0245 0.8316 -0.01 0.02 -0.05 0.2965
H -0.6217 9.4438 1.3681 0.00 -0.10 -0.02 0.3592
H -1.2385 7.9140 0.7773 0.05 0.01 0.00 0.2450
H -1.0248 10.4999 -0.8584 -0.02 -0.06 -0.04 0.2933
H -2.5039 9.8277 -0.1591 0.06 0.02 -0.11 0.3722
H -1.6853 8.9698 -1.4657 0.01 0.06 0.01 0.2785
```
Forces are in eV/Å.

---

Record 4
The following is a quantum chemistry calculation of a 3-piece molecular cluster, C3H9N3O2 overall, from the OMol25 dataset.

DFT total energy = -434.41376 a.u.
Molar mass = 119.1 Da
E_LUMO = 0.79 eV
Relative energy (zero: lowest compared OMol25 entry of this formula, charge and spin) = 3.0586 eV
Kohn-Sham gap = 10.24 eV

```
17
Properties=species:S:1:pos:R:3:forces:R:3:mulliken_charge:R:1
C -1.4116 1.3005 -0.8671 0.01 0.20 -0.08 -0.8183
N -1.6658 0.3694 0.2202 -0.05 0.35 0.41 -0.4699
C -1.4200 -1.5764 -0.4143 -0.21 0.03 0.12 0.7505
O -2.4515 -2.0336 -0.1393 -1.29 -0.67 0.31 -0.4717
O -0.3298 -1.5439 -0.8209 1.49 0.04 -0.58 -0.4339
H -2.5938 0.4886 0.6106 0.07 -0.04 0.00 0.2732
H -0.9651 0.4960 0.9528 -0.28 0.09 -0.05 0.2601
H -1.4832 2.3471 -0.5571 0.02 -0.02 -0.07 0.3171
H -0.4059 1.1182 -1.2395 -0.01 0.03 -0.07 0.2646
H -2.1269 1.1184 -1.6681 0.02 0.04 -0.07 0.3389
C 2.6007 -0.3872 0.0655 0.50 -0.76 -0.08 -0.6908
N 1.5914 0.4952 0.5443 -0.05 0.85 -0.61 0.1136
N 0.9428 0.2552 1.5388 -0.66 -0.21 1.17 -0.5091
H 1.1769 -0.6344 2.0441 0.41 0.02 -0.44 0.2219
H 2.8408 -1.1973 0.7707 -0.03 0.08 -0.03 0.3410
H 3.4863 0.1991 -0.1778 0.00 -0.04 0.04 0.2597
H 2.2148 -0.8151 -0.8627 0.05 -0.01 0.03 0.2530
```
Forces are in eV/Å.